Entry 1:
Entry from the OMol25 dataset: C8H9I2NO as an isolated structure in a non-equilibrium geometry (the ωB97M-V functional and the def2-TZVPD basis).

## Properties
E_HOMO (spin up / spin down): -6.8 / -7.9 eV
electronic energy: -1035.45308 Ha
charge: 0
frontier orbital gap (spin up / spin down): 5.746 / 7.333 eV
lowest unoccupied orbital energy (spin up / spin down): -1.0360 / -0.5982 eV

Geometry as XYZ:
```
21
C8H9I2NO the ωB97M-V functional and the def2-TZVPD basis
C 0.2632 -1.6787 -0.3444
C -0.3763 0.5779 -0.9422
C -0.1869 -2.0873 -1.5723
C -0.7075 0.2090 -2.1972
C 0.0121 -0.3656 0.1110
C -0.6693 -1.1105 -2.5519
C -0.0210 1.2778 1.9485
C 0.4557 0.0428 1.3494
N 3.0096 0.2512 0.8357
O -1.0059 -1.5279 -3.7177
I 3.5527 -1.5331 0.0789
I 2.7863 1.8396 -0.3762
H 0.6917 -2.3564 0.3768
H -0.7087 1.5951 -0.6234
H -0.1460 -3.1418 -2.0012
H -1.0263 0.9174 -3.0417
H -0.6413 1.9712 1.2382
H -0.6724 0.9974 2.7296
H 0.7687 1.8806 2.4362
H 0.7537 -0.7378 2.0999
H -1.2769 -0.6766 -4.3091
```


Entry 2:
Entry from the OMol25 dataset: an isolated ion of composition C8H9N2O and charge +1 in a non-equilibrium geometry (the ωB97M-V functional and the def2-TZVPD basis).

## Properties
E_HOMO (spin up / spin down): -12.3 / -12.3 eV
electronic energy: -494.59857 Ha
charge: +1
frontier orbital gap (spin up / spin down): 7.299 / 7.297 eV
lowest unoccupied orbital energy (spin up / spin down): -5.0378 / -5.0380 eV

Geometry as XYZ:
```
20
C8H9N2O the ωB97M-V functional and the def2-TZVPD basis
C 0.5329 -1.5560 -0.1669
C -0.6095 -0.7238 -0.2255
C 2.0977 0.0249 -1.0640
C -1.9194 -1.2052 0.1798
C -2.9185 -0.3168 0.1151
C -2.7436 0.9613 -0.4156
C -1.4373 1.3845 -0.7495
C 2.7505 1.1525 0.9637
N -0.4495 0.5578 -0.6414
N 1.7091 -1.2114 -0.4777
O 2.5784 0.9718 -0.4772
H 0.3694 -2.5793 0.2848
H -1.9901 -2.1946 0.6113
H -3.8930 -0.7202 0.4361
H -3.5856 1.6182 -0.4999
H -1.2423 2.2543 -1.4415
H 3.7717 0.9414 1.2315
H 2.1223 0.4620 1.5401
H 2.3446 2.1517 1.2715
H 2.5121 -1.9732 -0.4746
```


Entry 3:
Entry from the OMol25 dataset: an isolated ion of composition C8H9N2O2 and charge -1 in a non-equilibrium geometry (the ωB97M-V functional and the def2-TZVPD basis).

## Properties
E_HOMO: -1.4 eV
electronic energy: -570.14454 Ha
charge: -1
frontier orbital gap: 4.983 eV
lowest unoccupied orbital energy: 3.5636 eV

Geometry as XYZ:
```
21
C8H9N2O2 the ωB97M-V functional and the def2-TZVPD basis
C 2.7011 0.0384 -0.6604
C 3.1118 1.3260 1.0011
C 1.5279 0.0487 0.0617
C -2.9678 0.8345 -0.0865
C 0.4300 -0.7811 -0.2222
C -1.5406 0.8541 -0.3018
C -0.9179 -0.6273 0.1365
C -1.7704 -1.6906 -0.5463
N 3.6803 0.7456 0.0060
N 1.7620 0.9109 1.1261
O -2.1282 1.4407 0.8756
O -4.1043 0.5298 -0.1774
H 2.9426 -0.5856 -1.5511
H 3.6946 1.8264 1.7790
H 0.6068 -1.2299 -1.2683
H -0.9979 1.5719 -0.9286
H -1.1244 -0.6404 1.1761
H -2.8090 -1.5578 -0.0967
H -1.3527 -2.7347 -0.4518
H -1.9103 -1.5822 -1.6257
H 1.1662 1.3027 1.7546
```


Entry 4:
Entry from the OMol25 dataset: C8H9N2O3S as an isolated structure in a non-equilibrium geometry (the ωB97M-V functional and the def2-TZVPD basis).

## Properties
E_HOMO: -11.5 eV
electronic energy: -1043.29764 Ha
charge: +1
frontier orbital gap: 7.505 eV
lowest unoccupied orbital energy: -4.0423 eV

Geometry as XYZ:
```
23
C8H9N2O3S the ωB97M-V functional and the def2-TZVPD basis
C -2.7698 -1.4254 -1.3498
C -3.6808 -0.4008 -1.1053
C -1.5141 -0.2399 -0.0213
C 1.7424 0.9018 -0.5513
C 1.7393 -0.3193 0.0014
C 0.4913 1.5786 -0.2440
C -0.3385 0.1091 0.8011
C -0.5962 0.5280 2.2277
N -1.6536 -1.3344 -0.7124
N 3.0310 -1.0687 -0.1547
O 0.0511 2.6482 -0.4027
O 0.7351 -0.8500 0.5926
O 2.8302 1.4926 -1.1723
S -2.9220 0.7846 -0.1162
H -3.1871 -2.3384 -1.6741
H -4.6876 -0.2392 -1.4916
H -1.6051 0.2935 2.4974
H -0.3418 1.5607 2.3354
H -0.0489 0.0764 2.9913
H 2.9057 -2.2088 -0.3910
H 3.7358 -1.0653 0.5497
H 3.5087 -0.7800 -1.0109
H 2.5751 2.2968 -1.5990
```


Entry 5:
Entry from the OMol25 dataset: a 2-piece molecular cluster, C8H9N2O4P overall in a non-equilibrium geometry (the ωB97M-V functional and the def2-TZVPD basis).

## Properties
E_HOMO: -0.9 eV
electronic energy: -1062.10268 Ha
charge: -2
frontier orbital gap: 6.782 eV
lowest unoccupied orbital energy: 5.8664 eV

Geometry as XYZ:
```
24
C8H9N2O4P the ωB97M-V functional and the def2-TZVPD basis
C 1.3049 -2.6708 1.2714
C 0.6801 -3.8565 1.2217
C 0.6094 -1.5126 0.9636
C -0.6658 -3.9099 0.8031
C -0.7027 -1.6105 0.6713
C -1.4933 -2.7302 0.5704
C 0.2409 3.0369 -3.0039
C 0.7629 2.5921 -1.6364
N -1.3873 -0.2647 0.4888
N -0.3110 2.7853 -0.6411
O -0.9506 3.4271 -2.9606
O 1.2548 1.9720 1.1626
O 1.1376 3.1801 -3.8367
O -1.1291 2.7068 1.8706
P -0.1554 2.2151 0.8474
H 2.4057 -2.6732 1.4559
H 1.1419 -4.8138 1.4117
H 0.9842 -0.5022 1.1658
H -1.2672 -4.8962 1.0508
H 1.6983 3.0869 -1.2743
H 1.0079 1.5047 -1.5875
H -1.9774 0.0267 1.3080
H -2.0766 -0.3735 -0.2004
H -1.1123 3.2804 -1.1221
```


Entry 6:
Entry from the OMol25 dataset: the molecule C8H9NO in a non-equilibrium geometry (the ωB97M-V functional and the def2-TZVPD basis).

## Properties
E_HOMO: -8.6 eV
electronic energy: -440.19973 Ha
charge: 0
frontier orbital gap: 9.568 eV
lowest unoccupied orbital energy: 0.9988 eV

Geometry as XYZ:
```
19
C8H9NO the ωB97M-V functional and the def2-TZVPD basis
C -2.2659 -0.6488 -0.1913
C -1.3312 1.4246 -0.0763
C 0.0806 0.6963 -0.0772
C 1.3123 1.3281 -0.1163
C 2.5351 0.6813 -0.0973
C 2.4881 -0.6668 0.1483
C 1.2776 -1.3753 0.1590
C 0.0937 -0.7048 -0.0207
H -2.9800 -1.2473 0.3290
H -2.5296 -0.4441 -1.2810
H -1.8820 0.2873 1.4781
H -1.3562 2.2787 0.4924
H -1.5709 1.7054 -1.1162
H 1.4342 2.4137 -0.2487
H 3.5021 1.2578 -0.0587
H 3.4268 -1.1914 0.4060
H 1.1857 -2.4660 0.2624
N -2.2533 0.5604 0.5372
O -1.0750 -1.3655 -0.2992
```


Entry 7:
Entry from the OMol25 dataset: the molecule C8H9NO2 in a non-equilibrium geometry (the ωB97M-V functional and the def2-TZVPD basis).

## Properties
E_HOMO: -8.2 eV
electronic energy: -515.44336 Ha
charge: 0
frontier orbital gap: 9.025 eV
lowest unoccupied orbital energy: 0.8003 eV

Geometry as XYZ:
```
20
C8H9NO2 the ωB97M-V functional and the def2-TZVPD basis
C 2.5842 1.1041 -0.2016
C 3.0665 -0.1991 0.0110
C 1.2319 1.3534 -0.2565
C 2.2170 -1.2921 0.0711
C 0.3559 0.2621 -0.2031
C 0.8461 -1.0795 0.0109
C -2.1630 -0.1993 -0.3034
C -3.4024 0.4868 0.3086
N -1.0532 0.5505 -0.0345
O -0.1369 -2.0206 0.2482
O -2.1845 -1.1732 -1.0039
H 3.4391 1.7777 -0.4414
H 4.1838 -0.2274 0.1637
H 0.7288 2.1784 -0.6211
H 2.6348 -2.1799 0.4192
H -4.1726 -0.1357 0.8382
H -4.1403 0.9882 -0.3330
H -3.2037 1.2599 1.0018
H -1.1714 1.4643 0.1682
H 0.3401 -2.9188 0.1578
```


Entry 8:
Entry from the OMol25 dataset: C8H9NO2 as an isolated structure in a non-equilibrium geometry (the ωB97M-V functional and the def2-TZVPD basis).

## Properties
E_HOMO: -9.8 eV
electronic energy: -515.35762 Ha
charge: 0
frontier orbital gap: 10.310 eV
lowest unoccupied orbital energy: 0.5082 eV

Geometry as XYZ:
```
20
C8H9NO2 the ωB97M-V functional and the def2-TZVPD basis
C 1.1994 1.3014 -1.2861
C -0.8429 0.1547 0.1434
C 1.6759 -0.7019 0.2238
C -1.7551 1.0346 -0.0199
C -0.6348 -1.3456 0.3129
C 1.1139 0.6769 0.0284
C -1.2747 -2.0989 -0.9350
C 1.4019 1.6254 1.2276
N 1.2601 1.8148 -2.3067
O 2.8224 -0.9861 0.2178
O 0.7302 -1.6857 0.1299
H -1.4726 2.1242 -0.0437
H -2.7679 0.7370 0.1585
H -0.9446 -1.6416 1.2677
H -1.1343 -3.1371 -0.8316
H -0.9324 -1.7526 -1.9469
H -2.3943 -1.8817 -0.8599
H 2.0591 2.5764 1.0046
H 1.5494 1.0881 2.1403
H 0.3414 2.0979 1.3750
```


Relative energy (zero: lowest compared OMol25 entry of this formula, charge and spin) / eV: 1.429 4.108 3.004 0.000 3.370 1.404 0.965 3.298